Formula: C32H44CaFGeN3O7
Source: the Open Molecules 2025 dataset
Level of theory: ωB97M-V/def2-TZVPD

Structure (XYZ):
```
89
Properties=species:S:1:pos:R:3
Ca -0.3222 0.8444 -0.1681
C 3.3016 3.3576 1.3864
C 2.9241 2.0944 0.6314
C 2.7835 2.3581 -0.8605
C 3.9003 0.9594 0.8977
O 1.6109 1.6507 1.0596
Ge 0.9059 1.6172 2.7111
O 0.0004 3.1383 2.6585
C -0.8860 3.6579 3.6795
C -0.3640 3.2948 5.0637
C -2.2738 3.0720 3.4511
C -0.8906 5.1665 3.4905
O -0.3128 0.3654 2.2409
C -0.4638 -0.9410 2.8701
C 0.8767 -1.6595 2.8441
C -1.4954 -1.6720 2.0246
C -0.9607 -0.7452 4.2925
H 4.2622 3.7366 1.0374
H 3.3999 3.1574 2.4580
H 2.5493 4.1344 1.2433
H 3.7382 2.6645 -1.2877
H 2.0624 3.1579 -1.0447
H 2.4604 1.4535 -1.3824
H 4.8978 1.2158 0.5400
H 3.5619 0.0557 0.3891
H 3.9679 0.7556 1.9695
H -0.3808 2.2115 5.2165
H -0.9902 3.7394 5.8375
H 0.6551 3.6614 5.2000
H -2.2494 1.9839 3.5285
H -2.6424 3.3421 2.4608
H -2.9758 3.4550 4.1930
H 0.1111 5.5726 3.6328
H -1.5626 5.6377 4.2082
H -1.2321 5.4194 2.4861
H 1.2481 -1.7162 1.8211
H 0.7753 -2.6696 3.2429
H 1.6115 -1.1359 3.4649
H -1.1414 -1.8062 0.9997
H -2.4350 -1.1166 2.0069
H -1.6940 -2.6599 2.4404
H -0.2218 -0.2038 4.8906
H -1.1250 -1.7096 4.7737
H -1.9002 -0.1915 4.3030
C -0.7236 -4.5283 -5.4983
C 0.6096 -4.6331 -4.7767
C 0.8894 -6.0661 -4.3534
C 2.2790 -6.1705 -3.7543
C 2.4526 -5.1647 -2.6496
C 3.3868 -5.3700 -1.6640
C 3.5405 -4.4525 -0.6259
F 4.4722 -4.7027 0.3070
C 2.7689 -3.3356 -0.5353
C 1.8031 -3.1035 -1.5272
C 0.9701 -1.9220 -1.4335
O 1.0703 -1.0955 -0.4854
C 0.0183 -1.7514 -2.4756
C -0.0793 -2.6492 -3.4874
N 0.6887 -3.7537 -3.5761
C 1.6429 -4.0048 -2.5947
C -0.7780 -0.4962 -2.2578
O -0.2299 0.5860 -2.5715
O -1.7675 -0.5741 -1.4739
H -0.7421 -5.2863 -6.2800
H -0.8754 -3.5680 -5.9881
H -1.5578 -4.7220 -4.8218
H 1.4079 -4.3097 -5.4532
H 0.8005 -6.7114 -5.2269
H 0.1299 -6.3817 -3.6323
H 3.0256 -5.9898 -4.5335
H 2.4663 -7.1719 -3.3670
H 4.0119 -6.2540 -1.6763
H 2.8850 -2.6311 0.2754
H -0.7965 -2.5053 -4.2789
N -5.6255 1.7097 -2.2013
C -5.4323 2.9803 -1.7744
O -6.2850 3.8385 -1.8617
C -4.0837 3.3152 -1.1882
C -3.8425 4.6401 -0.8464
C -2.6142 4.9886 -0.3130
C -1.6710 3.9953 -0.1191
N -1.8939 2.7165 -0.4358
C -3.0747 2.3922 -0.9718
H -6.5176 1.4927 -2.6119
H -4.9158 1.0019 -2.1867
H -4.6272 5.3658 -1.0150
H -2.3864 6.0109 -0.0459
H -0.7079 4.2204 0.3248
H -3.1758 1.3466 -1.2398
```

The total energy is -4791.2101 a.u. The LUMO energy (spin up / spin down) comes out at -2.3 / -4.9 eV. The frontier orbital gap (spin up / spin down) comes out at 8.39 / 5.78 eV. The total charge is +1. As for the multiplicity: 2.